Version A
A cluster of 3 separate species, C2H10N2O2 in total, computed with wB97M-V/def2-TZVPD.

SMILES ... [H]/N=C/NC.O.O
HOMO level ... -0.330 hartree
Total charge ... 0
Spin multiplicity ... 1
Kohn-Sham gap ... 9.7 eV

Geometry as XYZ:
```
16
C2H10N2O2 wB97M-V/def2-TZVPD
C 0.164 0.245 1.496
N 0.974 0.381 0.293
C 0.492 0.917 -0.856
N 1.172 1.758 -1.540
H 0.825 0.334 2.351
H -0.235 -0.769 1.598
H -0.604 1.016 1.522
H 1.973 0.538 0.348
H -0.494 0.593 -1.183
H 0.606 2.084 -2.315
H 2.224 -1.267 -3.133
H 2.286 0.043 -2.394
O 2.716 -0.837 -2.416
H -4.481 -2.122 1.598
H -3.937 -1.071 2.576
O -3.681 -1.841 2.052
```

***

Version B
A cluster of 3 separate species, C2H10N2O2 in total, computed with wB97M-V/def2-TZVPD.

SMILES ... C/N=C\N.O.O
HOMO level ... -0.334 hartree
Total charge ... 0
Spin multiplicity ... 1
Kohn-Sham gap ... 9.5 eV

Geometry as XYZ:
```
16
C2H10N2O2 wB97M-V/def2-TZVPD
C -1.695 -2.889 0.334
N -1.967 -0.670 -1.763
C -0.849 -1.581 -1.556
N -0.705 -2.499 -0.666
H -1.310 -3.766 0.932
H -2.836 -2.978 0.041
H -1.702 -2.220 1.263
H -1.733 0.322 -2.045
H -2.818 -0.731 -1.237
H 0.185 -1.441 -1.992
H 0.315 1.514 2.134
H 1.688 2.312 2.629
O 1.183 1.999 1.868
H 3.230 4.090 1.625
H 2.650 3.772 0.219
O 3.354 4.016 0.728
```

***

Version C
A cluster of 2 separate species, C2H10N2O2 in total, computed with wB97M-V/def2-TZVPD.

SMILES ... NCO.NCO
HOMO level ... -0.324 hartree
Total charge ... 0
Spin multiplicity ... 1
Kohn-Sham gap ... 9.6 eV

Geometry as XYZ:
```
16
C2H10N2O2 wB97M-V/def2-TZVPD
N 2.212 -0.214 1.635
C 1.433 0.079 0.456
O 1.878 -0.616 -0.686
H 2.656 0.569 2.088
H 2.906 -0.940 1.537
H 1.346 1.162 0.348
H 0.422 -0.230 0.731
H 1.099 -0.841 -1.207
N -2.253 -0.889 -0.596
C -2.075 0.406 -0.050
O -1.126 1.308 -0.638
H -1.862 -1.715 -0.195
H -2.974 -0.985 -1.282
H -1.779 0.272 0.991
H -3.010 0.975 -0.190
H -0.959 1.088 -1.564
```

***

Which of them is least stable? Easy: version B.

***

Version A
The molecule C22H23N3O5S, computed with wB97M-V/def2-TZVPD.

SMILES ... C=CCNC(=O)c1c[nH]c2ccc(S(=O)(=O)N(C)c3ccc(OCC)cc3)cc2c1=O
HOMO level ... -0.300 hartree
Total charge ... 0
Spin multiplicity ... 1
Kohn-Sham gap ... 8.0 eV

Geometry as XYZ:
```
54
C22H23N3O5S wB97M-V/def2-TZVPD
C -7.656 -2.198 1.226
C -8.197 -2.023 0.036
C -7.620 -1.193 -1.073
N -6.328 -0.637 -0.766
C -6.123 0.682 -0.645
O -6.971 1.532 -0.870
C -4.738 1.075 -0.221
C -4.498 2.412 -0.152
N -3.315 2.937 0.222
C -2.263 2.138 0.581
C -1.044 2.698 0.985
C 0.001 1.878 1.341
C -0.159 0.497 1.306
C -1.350 -0.069 0.926
C -2.425 0.742 0.547
C -3.693 0.122 0.121
O -3.814 -1.099 0.070
H -1.479 -1.140 0.935
S 1.248 -0.535 1.724
O 0.770 -1.829 2.111
O 2.094 0.187 2.623
N 1.989 -0.639 0.212
C 3.364 -0.347 0.126
C 4.304 -1.278 -0.292
C 5.644 -0.943 -0.391
C 6.075 0.334 -0.053
C 5.128 1.267 0.376
C 3.794 0.936 0.455
H 3.074 1.666 0.784
H 5.470 2.255 0.639
O 7.362 0.779 -0.083
C 8.386 -0.060 -0.578
C 8.397 -0.138 -2.102
H 9.232 -0.750 -2.432
H 7.472 -0.570 -2.476
H 8.503 0.860 -2.520
H 8.318 -1.061 -0.135
H 9.311 0.408 -0.226
H 6.338 -1.701 -0.721
H 4.000 -2.283 -0.543
C 1.436 -1.692 -0.610
H 1.583 -2.682 -0.171
H 1.890 -1.649 -1.599
H 0.365 -1.514 -0.701
H 0.944 2.279 1.673
H -0.938 3.772 1.017
H -3.194 3.940 0.254
H -5.293 3.097 -0.411
H -5.567 -1.265 -0.521
H -7.548 -1.808 -1.980
H -8.288 -0.351 -1.285
H -9.139 -2.492 -0.217
H -8.129 -2.807 1.977
H -6.722 -1.740 1.505
```

***

Version B
The molecule C22H23N3O5S, computed with wB97M-V/def2-TZVPD.

SMILES ... COc1ccccc1NC(=O)[C@H]1CCCN(S(=O)(=O)c2ccc3[nH]c(=O)ccc3c2)C1
HOMO level ... -0.305 hartree
Total charge ... 0
Spin multiplicity ... 1
Kohn-Sham gap ... 8.2 eV

Geometry as XYZ:
```
54
C22H23N3O5S wB97M-V/def2-TZVPD
C -2.162 4.065 -4.276
H -2.454 5.116 -4.178
O -1.989 3.459 -3.019
C -3.071 3.384 -2.176
C -4.333 3.876 -2.459
C -5.354 3.749 -1.527
C -5.119 3.133 -0.314
C -3.860 2.635 -0.018
C -2.831 2.754 -0.938
N -1.534 2.281 -0.721
C -1.005 1.697 0.384
O -1.617 1.450 1.402
C 0.485 1.412 0.225
C 0.932 0.348 1.233
N 2.360 0.128 1.212
S 2.861 -0.871 -0.039
O 2.104 -0.670 -1.247
O 4.289 -0.782 -0.119
C 2.414 -2.458 0.652
C 1.426 -3.218 0.080
C 1.086 -4.455 0.639
C 1.775 -4.895 1.789
N 1.444 -6.101 2.330
C 0.474 -6.970 1.852
O 0.271 -8.023 2.418
C -0.222 -6.492 0.667
C 0.069 -5.307 0.099
H -0.458 -4.968 -0.781
H -0.984 -7.146 0.272
H 1.942 -6.416 3.155
C 2.781 -4.100 2.354
C 3.096 -2.888 1.786
H 3.869 -2.256 2.190
H 3.302 -4.450 3.233
H 0.926 -2.856 -0.805
C 3.144 1.331 1.406
C 2.777 2.411 0.390
C 1.280 2.704 0.468
H 1.005 3.461 -0.270
H 1.033 3.092 1.459
H 3.030 2.047 -0.608
H 3.353 3.316 0.589
H 4.190 1.041 1.303
H 2.964 1.685 2.426
H 0.450 -0.606 1.011
H 0.638 0.655 2.241
H 0.694 1.041 -0.782
H -0.924 2.428 -1.515
H -3.664 2.153 0.924
H -5.913 3.036 0.410
H -6.333 4.138 -1.762
H -4.537 4.361 -3.400
H -1.192 4.005 -4.768
H -2.906 3.534 -4.878
```

***

Which of them is least stable? Easy: version A.

***

Version A
The molecule CH5N3O, computed with wB97M-V/def2-TZVPD.

SMILES ... NNC(N)=O
HOMO level ... -0.358 hartree
Total charge ... 0
Spin multiplicity ... 1
Kohn-Sham gap ... 10.5 eV

Geometry as XYZ:
```
10
CH5N3O wB97M-V/def2-TZVPD
C -1.084 0.361 0.174
H 2.162 0.195 0.179
H 1.382 -1.367 0.303
H 0.062 0.183 1.860
H -1.282 0.173 -1.917
H 0.284 -0.008 -1.262
N 1.325 -0.332 0.229
N 0.119 0.232 0.885
N -0.810 -0.171 -1.030
O -2.158 0.734 0.579
```

***

Version B
The molecule CH5N3O, computed with wB97M-V/def2-TZVPD.

SMILES ... CN(N)N=O
HOMO level ... -0.349 hartree
Total charge ... 0
Spin multiplicity ... 1
Kohn-Sham gap ... 9.9 eV

Geometry as XYZ:
```
10
CH5N3O wB97M-V/def2-TZVPD
C 0.391 0.813 0.791
N 0.156 -0.125 -1.528
N -0.953 -1.136 0.203
N -0.019 -0.107 -0.228
O 1.166 0.628 -2.072
H 0.424 0.213 1.801
H 1.399 1.215 0.492
H -0.264 1.608 0.927
H -1.845 -1.135 -0.293
H -0.455 -1.974 -0.094
```

***

Which of them is least stable? Easy: version B.